1.
Density functional theory data (ωB97M-V/def2-TZVPD) for a structure of composition C37H36I2N8O7STl.

Results
2S+1: 1
Net charge: -1
Kohn-Sham gap (eV): 5.889
Strongest force on any atom (eV Å⁻¹): 1.0
ΔE to the lowest compared entry with this formula, charge and spin (eV): 0.501
Electronic energy (a.u.): -3562.29514

Atoms and positions in Å:
1 Tl -0.90219 -0.50000 -0.47308
2 I -2.53312 -0.39274 7.71959
3 C -2.11486 -0.77477 5.68134
4 C -2.88991 -1.68543 4.98082
5 C -2.56069 -1.94058 3.66882
6 I -3.67246 -3.33478 2.54400
7 C -1.46896 -1.33883 2.97443
8 O -1.11165 -1.73048 1.81609
9 C -0.77209 -0.33140 3.72814
10 C 0.32400 0.44583 3.04645
11 N -0.19482 1.34907 2.00670
12 C -0.96132 2.44319 2.59070
13 C -2.03145 3.05010 1.71053
14 C -2.37895 4.39256 1.85792
15 C -3.41634 4.91049 1.10363
16 C -4.08670 4.07528 0.22323
17 C -3.66668 2.75857 0.13441
18 N -2.67130 2.25947 0.85806
19 C -1.07828 -0.09921 5.05666
20 H -3.71209 -2.20703 5.45025
21 H 0.88753 1.01976 3.79811
22 H 1.00002 -0.26139 2.55949
23 H 0.57383 1.70564 1.44830
24 H -1.48217 2.03607 3.46309
25 H -0.31268 3.25584 2.94911
26 H -1.83605 5.01830 2.55507
27 H -3.69253 5.95359 1.19165
28 H -4.90906 4.43653 -0.37896
29 H -4.15430 2.05711 -0.53592
30 H -0.49059 0.61722 5.61995
31 C -2.59998 6.00461 -6.20624
32 O -1.69162 5.80328 -5.15036
33 C -0.50519 5.19264 -5.45607
34 C 0.37508 4.98550 -4.39665
35 C 1.57370 4.33555 -4.59469
36 C 1.95283 3.90222 -5.87448
37 C 1.08802 4.16114 -6.93321
38 C -0.13845 4.77776 -6.72822
39 N 3.24945 3.43379 -6.14510
40 N 3.86712 2.64460 -5.39493
41 C 3.26388 1.93651 -4.37324
42 C 4.04438 1.67178 -3.24670
43 C 3.51373 1.13728 -2.09458
44 C 2.15218 0.73885 -1.98217
45 O 1.67210 0.32919 -0.89055
46 C 1.38160 0.81788 -3.23451
47 N 0.15238 0.27378 -3.23921
48 C -0.54203 0.23252 -4.35054
49 C -0.04518 0.69619 -5.57474
50 C 1.19493 1.27832 -5.59587
51 C 1.93461 1.40624 -4.40262
52 H -3.45320 6.52662 -5.77902
53 H -2.93740 5.05536 -6.63464
54 H -2.16849 6.62194 -7.00059
55 H 0.09180 5.33752 -3.41279
56 H 2.24944 4.18717 -3.76227
57 H 1.37356 3.85852 -7.93300
58 H -0.79458 4.92995 -7.57423
59 H 5.07944 1.99281 -3.28138
60 H 4.13524 1.03643 -1.21317
61 H -1.52686 -0.22446 -4.28749
62 H -0.61628 0.56753 -6.48468
63 H 1.62914 1.58814 -6.53668
64 C 8.24737 -5.40366 0.80982
65 C 7.14310 -4.50020 0.28588
66 S 5.63123 -5.48115 0.14161
67 O 5.05058 -5.61044 1.45559
68 O 5.93167 -6.68856 -0.58321
69 C 4.51739 -4.46827 -0.85515
70 C 3.17516 -5.19639 -0.90934
71 N 2.11254 -4.32176 -1.36213
72 C 1.27568 -3.61805 -0.55970
73 N 0.38776 -2.93984 -1.27604
74 C 0.64269 -3.19907 -2.57177
75 C 1.71130 -4.05742 -2.66415
76 N 2.31817 -4.56583 -3.82745
77 O 3.40282 -5.13520 -3.73316
78 O 1.72998 -4.39655 -4.88193
79 C 1.34959 -3.63912 0.91885
80 H 9.18046 -4.85291 0.91569
81 H 8.40033 -6.23563 0.12444
82 H 7.96822 -5.81237 1.78074
83 H 7.36234 -4.11275 -0.70909
84 H 6.90740 -3.68894 0.97276
85 H 4.95122 -4.36313 -1.84774
86 H 4.42565 -3.50278 -0.35660
87 H 2.92634 -5.55461 0.08880
88 H 3.25903 -6.04582 -1.57877
89 H 0.08181 -2.74739 -3.37276
90 H 1.36478 -4.66314 1.29586
91 H 0.47626 -3.11808 1.31239
92 H 2.25128 -3.13228 1.27115

Cartesian forces, eV/Å:
Tl -0.1 0.3 0.2
I 0.1 -0.1 -0.3
C -0.2 0.1 0.5
C 0.1 0.0 0.0
C -0.1 -0.2 -0.5
I 0.1 0.1 0.2
C 0.1 -0.2 0.4
O 0.2 0.3 -0.2
C 0.0 0.0 -0.3
C 0.0 -0.1 -0.1
N -0.3 0.0 0.0
C 0.1 -0.1 -0.1
C 0.0 0.0 -0.1
C 0.1 0.0 0.0
C 0.0 0.0 0.0
C 0.0 0.0 0.0
C 0.0 0.0 0.1
N 0.1 -0.3 -0.1
C 0.0 0.0 0.0
H 0.0 0.0 0.0
H 0.1 -0.2 0.1
H 0.1 0.1 0.0
H 0.0 -0.1 0.0
H 0.0 0.1 0.0
H 0.0 0.0 0.1
H 0.0 0.0 0.0
H 0.0 0.0 0.0
H 0.0 0.0 0.0
H 0.0 0.1 0.0
H 0.0 0.0 0.0
C -0.1 0.0 0.0
O 0.1 0.0 0.0
C 0.0 -0.1 -0.1
C 0.0 0.0 0.1
C 0.0 0.2 -0.2
C -0.7 0.7 0.2
C 0.3 -0.1 0.2
C -0.3 0.1 -0.1
N 0.6 0.0 -0.5
N 0.3 0.0 -0.2
C -0.3 -0.4 0.5
C -0.2 0.3 -0.3
C 0.0 -0.1 0.2
C 0.4 0.1 0.3
O -0.4 -0.1 -0.1
C 0.1 0.2 -0.3
N -0.2 -0.2 0.2
C 0.0 -0.1 0.1
C 0.2 0.1 -0.1
C -0.2 -0.3 -0.1
C 0.3 -0.3 0.1
H 0.0 0.0 0.0
H 0.0 0.0 0.0
H 0.0 0.0 0.0
H 0.0 0.0 0.0
H -0.1 0.0 0.0
H 0.1 0.0 0.0
H 0.0 0.0 0.0
H 0.0 0.0 0.0
H 0.0 -0.1 0.0
H 0.0 0.0 0.0
H 0.0 0.0 0.0
H 0.0 0.0 0.1
C -0.1 -0.1 0.0
C -0.4 -0.3 -0.1
S 0.1 0.3 0.0
O 0.0 0.1 0.1
O 0.1 0.0 -0.3
C 0.3 -0.3 0.3
C 0.3 -0.1 0.1
N 0.0 0.0 -0.2
C 0.0 -0.1 -0.3
N 0.0 0.0 0.3
C 0.2 -0.1 -0.2
C -0.5 0.3 0.5
N 0.2 -0.1 -0.5
O -0.1 0.0 0.1
O 0.0 0.0 0.1
C 0.0 0.1 0.0
H 0.0 0.0 0.0
H 0.1 0.0 0.0
H 0.1 0.0 0.0
H 0.0 0.1 0.0
H 0.0 0.1 -0.1
H 0.0 0.1 0.0
H 0.0 0.0 0.0
H -0.1 0.0 -0.1
H -0.1 0.0 0.0
H 0.0 0.0 0.0
H 0.0 0.0 0.0
H 0.0 0.0 0.1
H 0.0 0.0 0.0

2.
Density functional theory data (ωB97M-V/def2-TZVPD) for a cluster of 12 separate species, C54H129N3O12 in total at a distorted geometry.

Results
2S+1: 1
Net charge: 0
Kohn-Sham gap (eV): 8.257
Strongest force on any atom (eV Å⁻¹): 2.4
ΔE to the lowest compared entry with this formula, charge and spin (eV): 2.306
Electronic energy (a.u.): -3201.81567

Atoms and positions in Å:
1 C -0.85363 -3.93144 2.16641
2 C -1.45686 -4.97360 1.22155
3 C -2.17607 -4.23005 0.08007
4 C -0.33672 -5.76203 0.50279
5 C 0.39423 -6.73032 1.46049
6 C -0.57852 -7.65014 2.19021
7 C -1.84817 -6.98933 2.78048
8 C -2.85136 -8.12081 2.97859
9 C -1.50396 -6.37782 4.14518
10 N -2.31311 -5.99353 1.84625
11 O -3.59820 -5.44952 2.13791
12 H -0.63358 -2.98736 1.66676
13 H -1.65576 -3.68672 2.87275
14 H -0.00865 -4.29397 2.74877
15 H -2.99041 -3.62741 0.48690
16 H -1.48410 -3.58471 -0.45645
17 H -2.64676 -5.01916 -0.50873
18 H -0.73017 -6.30761 -0.35786
19 H 0.45605 -5.14188 0.07192
20 H 1.13841 -7.36050 0.96668
21 H 1.01244 -6.16477 2.16562
22 H 0.03941 -8.04834 3.00135
23 H -0.82633 -8.47569 1.52158
24 H -2.45735 -8.93157 3.58903
25 H -3.00205 -8.57873 1.99603
26 H -3.81719 -7.74938 3.31770
27 H -2.26016 -5.65817 4.46585
28 H -0.54592 -5.86005 4.16256
29 H -1.54674 -7.15799 4.90887
30 H -3.44116 -4.96918 2.97618
31 C 1.07544 0.37318 -2.08566
32 C 0.68192 -0.76776 -1.13255
33 C 0.99310 -2.12768 -1.77426
34 C 1.56520 -0.69370 0.09048
35 C 1.26641 0.51278 0.98402
36 C -0.24475 0.49615 1.36460
37 C -1.26499 0.18262 0.25948
38 C -2.50993 -0.55538 0.77262
39 C -1.72469 1.47532 -0.44643
40 N -0.72281 -0.80117 -0.72134
41 O -1.53116 -0.89625 -1.88340
42 H 2.13696 0.35134 -2.33392
43 H 0.42322 0.30670 -2.95875
44 H 0.95294 1.37871 -1.67575
45 H 0.75628 -2.90945 -1.05349
46 H 0.61350 -2.21725 -2.79378
47 H 2.06805 -2.22105 -1.96556
48 H 1.46737 -1.59097 0.71409
49 H 2.62392 -0.61742 -0.17705
50 H 1.92951 0.45930 1.84592
51 H 1.50707 1.37955 0.36247
52 H -0.38639 1.49452 1.78615
53 H -0.27791 -0.20486 2.20152
54 H -2.93065 -0.01393 1.62341
55 H -2.27009 -1.56634 1.09755
56 H -3.23588 -0.65160 -0.03437
57 H -2.17817 2.08742 0.33644
58 H -2.40212 1.36039 -1.28651
59 H -0.82947 2.04150 -0.71546
60 H -1.76787 -1.83222 -1.83787
61 C 5.89093 0.04759 0.80258
62 C 6.55563 1.08053 -0.12609
63 C 7.96620 0.57687 -0.46809
64 C 5.81455 1.01812 -1.46152
65 C 4.51345 1.82778 -1.50654
66 C 4.81134 3.26136 -1.04693
67 C 5.51108 3.36551 0.32549
68 C 5.92795 4.83724 0.43151
69 C 4.50323 3.06621 1.46330
70 N 6.63508 2.44634 0.36638
71 O 7.38192 2.50352 1.55470
72 H 6.13328 -0.97706 0.50910
73 H 6.29284 0.14019 1.81491
74 H 4.79996 0.03926 0.77117
75 H 8.60946 0.53063 0.42004
76 H 8.01961 -0.44667 -0.84184
77 H 8.55392 1.23398 -1.11083
78 H 6.42790 1.24378 -2.33710
79 H 5.60297 -0.04276 -1.63559
80 H 4.14738 1.72205 -2.52832
81 H 3.71310 1.52240 -0.82279
82 H 3.89830 3.85811 -1.11199
83 H 5.39642 3.63986 -1.89464
84 H 5.07164 5.45644 0.16879
85 H 6.76626 4.98239 -0.25058
86 H 6.25191 5.12071 1.43383
87 H 4.20497 2.01610 1.43633
88 H 3.64911 3.73468 1.37786
89 H 5.01853 3.15180 2.42248
90 H 6.81811 2.13113 2.25515
91 C -0.66433 3.30281 -4.28121
92 C -1.19044 4.64735 -4.77738
93 C -2.62604 4.63954 -5.31731
94 O -1.11245 5.50324 -3.63277
95 H -0.58659 2.50582 -5.02036
96 H -1.38833 2.97767 -3.52915
97 H 0.31339 3.41324 -3.81479
98 H -0.54090 5.20758 -5.46714
99 H -2.72077 4.48869 -6.39465
100 H -3.19173 5.54436 -5.09690
101 H -3.13717 3.78185 -4.86993
102 H -1.27036 6.42183 -3.86720
103 C 2.92664 1.01126 -6.14703
104 C 1.82843 -0.00054 -5.92909
105 C 1.20025 -0.47500 -7.24212
106 O 2.35872 -1.17827 -5.29725
107 H 2.65039 1.96041 -6.60180
108 H 3.71049 0.62688 -6.80850
109 H 3.42761 1.14989 -5.18577
110 H 1.09667 0.43875 -5.24147
111 H 1.95688 -1.02753 -7.79873
112 H 0.89014 0.40990 -7.80429
113 H 0.32061 -1.11199 -7.13296
114 H 1.64322 -1.82091 -5.29392
115 C -0.46311 5.75070 1.26282
116 C -0.16252 5.70193 -0.23323
117 C 1.08626 4.86226 -0.53308
118 O -1.27384 5.19151 -0.95591
119 H -0.75785 4.81672 1.74502
120 H -1.28242 6.43820 1.48466
121 H 0.40313 6.12115 1.81431
122 H -0.01797 6.70067 -0.66797
123 H 1.17906 4.65012 -1.59879
124 H 0.98295 3.92176 0.01841
125 H 2.03424 5.29309 -0.20244
126 H -1.10538 5.31522 -1.91382
127 C -4.84389 2.23972 4.54685
128 C -3.50871 2.18858 3.84809
129 C -2.64136 3.46821 4.00389
130 O -2.73543 1.08268 4.29072
131 H -5.41326 1.32121 4.43000
132 H -5.37074 3.14911 4.24573
133 H -4.70310 2.42316 5.61897
134 H -3.72137 2.08279 2.78054
135 H -2.97459 4.45817 3.68919
136 H -1.78180 3.34264 3.33907
137 H -2.35192 3.44412 5.05551
138 H -2.19536 1.27921 5.07628
139 C -6.05518 -3.00972 5.01100
140 C -5.07346 -3.27316 3.87130
141 C -4.96255 -1.98743 3.05611
142 O -3.85081 -3.74537 4.39136
143 H -6.44652 -3.96413 5.37093
144 H -6.82671 -2.28287 4.76480
145 H -5.55162 -2.60828 5.89836
146 H -5.57391 -4.05251 3.29454
147 H -4.73728 -1.13914 3.70593
148 H -5.88489 -1.78947 2.50801
149 H -4.21830 -2.06558 2.26065
150 H -3.38291 -3.01592 4.81552
151 C 5.08516 -3.42133 -1.99861
152 C 4.35610 -4.73624 -2.28487
153 C 3.46714 -5.15254 -1.10959
154 O 3.55753 -4.59610 -3.45174
155 H 4.37247 -2.59963 -1.93166
156 H 5.69479 -3.27322 -2.89690
157 H 5.74622 -3.46361 -1.13501
158 H 5.09470 -5.51414 -2.49830
159 H 3.96079 -5.85579 -0.43909
160 H 2.53788 -5.60167 -1.46984
161 H 3.08113 -4.35199 -0.47196
162 H 3.99574 -4.05225 -4.11274
163 C 1.42466 2.50883 6.48756
164 C 0.39449 1.92051 5.50663
165 C 0.87874 0.53648 5.08681
166 O -0.84413 1.74926 6.20986
167 H 1.30042 3.53943 6.82447
168 H 2.44159 2.44998 6.08790
169 H 1.49507 1.88291 7.38355
170 H 0.23905 2.73221 4.79093
171 H 1.54213 0.61150 4.22249
172 H 0.08771 -0.12646 4.73422
173 H 1.38412 0.06937 5.92930
174 H -0.92209 2.40606 6.90798
175 C -3.46850 -0.32329 -4.81814
176 C -2.72797 -1.63211 -5.01635
177 C -3.40435 -2.83211 -4.33650
178 O -2.67981 -1.91255 -6.40944
179 H -3.30340 0.05686 -3.80606
180 H -4.54787 -0.48751 -4.84245
181 H -3.10682 0.42616 -5.51858
182 H -1.71238 -1.52162 -4.61199
183 H -4.39458 -2.83677 -4.79665
184 H -3.42350 -2.77969 -3.24767
185 H -2.91792 -3.76923 -4.61108
186 H -1.97871 -2.53947 -6.60254
187 C -4.56008 5.28954 -1.72400
188 C -4.64124 5.46328 -0.19745
189 C -4.47241 4.15053 0.50837
190 O -3.64312 6.32461 0.32505
191 H -5.49582 4.89006 -2.11274
192 H -3.71167 4.66467 -2.01924
193 H -4.29979 6.21324 -2.24833
194 H -5.56971 5.96973 0.08030
195 H -5.32248 3.51380 0.22372
196 H -4.49796 4.13711 1.59815
197 H -3.56388 3.63884 0.18857
198 H -2.78733 5.99936 0.00316

Cartesian forces, eV/Å:
C -1.0 0.1 0.7
C 1.5 -0.3 -1.0
C -1.1 -0.7 1.1
C 1.2 -0.8 0.4
C -0.4 0.4 -0.2
C 0.8 0.3 0.2
C 1.2 -0.1 0.6
C -0.4 0.1 -1.2
C -0.4 0.0 0.6
N -1.0 0.3 -2.1
O 1.0 -0.2 0.9
H 0.4 -0.2 -0.2
H 0.2 0.2 0.2
H 0.1 0.1 -0.1
H 0.0 0.1 -0.1
H 0.1 -0.2 -0.1
H 0.1 0.3 -0.5
H -0.3 -0.1 0.2
H -0.3 0.6 0.1
H -0.2 0.1 -0.4
H -0.3 0.2 0.1
H -0.5 -0.4 0.2
H -0.3 0.0 0.0
H 0.0 0.3 0.4
H -0.3 0.1 0.0
H 0.1 -0.1 0.3
H -0.1 0.1 -0.1
H 0.1 -0.2 0.0
H 0.4 0.0 0.0
H -0.5 0.1 -0.2
C -0.4 0.3 -0.1
C 0.7 -0.1 -0.3
C 1.0 0.5 -0.4
C 0.3 0.3 1.5
C -0.9 -0.7 -1.6
C 1.5 0.2 0.6
C -0.8 -0.6 -1.5
C 0.2 0.5 0.6
C 1.0 0.5 1.2
N 1.3 -0.1 0.7
O -0.2 -0.1 0.3
H -0.1 -0.5 -0.4
H 0.3 0.1 -0.2
H -0.3 -0.1 0.2
H -0.5 -0.2 -0.4
H -0.7 -0.3 0.3
H 0.1 0.2 0.3
H -0.1 -0.1 -0.2
H -0.1 -0.3 -0.4
H -0.2 0.3 0.2
H 0.0 0.3 0.4
H -0.8 -0.1 0.1
H -0.6 -0.2 -0.1
H -0.2 0.0 -0.1
H 0.2 0.1 0.1
H -0.1 0.2 0.1
H -0.3 0.0 -0.2
H 0.1 -0.2 0.0
H -0.2 0.1 -0.4
H -0.2 0.1 -0.3
C 0.2 -0.3 0.3
C 0.2 -1.0 -1.3
C 1.4 0.0 1.3
C -1.1 -0.4 -0.1
C 0.2 0.1 0.9
C 0.1 -0.7 -1.8
C -1.2 0.2 0.1
C 0.6 -0.5 0.3
C 0.6 -0.6 -0.3
N 0.9 0.2 -0.9
O -0.4 0.2 0.3
H 0.3 0.1 -0.2
H -0.4 0.0 0.1
H 0.0 0.5 0.3
H -0.3 0.1 0.2
H -0.5 0.1 -0.3
H -0.5 0.1 -0.3
H 0.2 0.7 0.3
H -0.2 0.0 0.1
H -0.3 0.5 0.0
H 0.2 -0.9 -0.1
H 0.0 0.0 0.6
H 0.6 0.5 0.6
H 0.1 0.1 -0.1
H -0.1 0.3 -0.1
H 0.0 -0.1 0.0
H -0.4 0.1 -0.2
H -0.1 -0.1 0.3
H -0.2 0.5 0.1
H 0.1 0.1 0.0
C -0.4 0.2 -0.1
C 0.3 1.2 -0.6
C -0.1 -1.0 0.0
O -0.1 0.2 1.1
H -0.2 0.2 -0.3
H 0.2 -0.2 0.1
H 0.0 0.1 0.0
H 0.1 -1.0 -0.5
H 0.4 0.0 0.0
H 0.2 0.1 0.2
H -0.3 0.2 0.1
H -0.1 -0.1 -0.2
C 1.2 -0.6 0.2
C -0.6 -0.8 -0.5
C -0.1 0.9 0.0
O 0.4 0.4 0.3
H -0.5 0.0 0.3
H -0.1 -0.3 0.0
H -0.1 0.4 0.0
H -0.2 0.0 -0.2
H 0.0 0.1 -0.1
H 0.0 -0.2 -0.2
H 0.0 0.0 0.3
H 0.1 -0.1 0.1
C -0.2 0.7 0.1
C 0.6 0.0 -0.5
C -0.1 -0.4 0.4
O -0.3 -0.4 0.3
H 0.2 -0.3 -0.6
H 0.0 0.1 -0.1
H 0.1 0.0 -0.1
H 0.3 0.2 0.7
H -0.1 0.0 0.0
H 0.0 -0.2 -0.2
H -0.2 0.3 0.1
H -0.2 -0.2 0.3
C 0.2 0.9 0.9
C 0.3 0.9 -0.2
C 0.1 -0.7 -0.2
O -0.2 -0.5 -0.6
H -0.1 0.1 -0.2
H -0.4 -0.3 -0.4
H 0.2 -0.3 0.1
H 0.2 -0.5 -0.1
H -0.9 -0.2 0.3
H 0.3 -0.3 0.4
H 0.3 0.6 -0.1
H -0.2 0.4 -0.1
C 0.3 -0.3 1.1
C -1.7 1.3 0.3
C 0.4 -0.4 -0.6
O 0.4 -0.4 -0.2
H -0.4 0.2 -0.1
H -0.2 -0.3 -0.2
H 0.2 0.2 -0.2
H 0.8 -0.2 -0.3
H 0.1 0.1 -0.1
H -0.2 0.0 0.3
H 0.3 0.0 0.3
H -0.1 0.0 -0.1
C 0.2 -0.5 -1.0
C 0.0 0.5 0.7
C -0.7 -0.3 0.0
O -0.7 0.0 0.0
H 0.0 0.0 0.2
H 0.2 0.5 0.2
H -0.1 0.0 0.1
H 0.1 -0.1 0.3
H 0.1 -0.1 -0.1
H 0.3 -0.4 -0.2
H 0.5 0.4 -0.2
H 0.2 0.0 0.1
C 0.9 -0.5 0.4
C 0.6 0.8 1.7
C -0.3 0.4 -1.0
O -0.2 -0.3 0.2
H -0.5 0.0 -0.3
H -0.1 0.1 -0.3
H -0.3 0.0 0.0
H 0.0 -0.8 -0.9
H 0.3 0.1 0.2
H -0.3 0.2 0.2
H 0.1 -0.1 -0.1
H 0.0 0.0 0.0
C -0.1 -0.3 0.8
C 0.4 -0.6 0.6
C 0.0 0.5 -0.5
O 0.0 0.4 -0.5
H 0.3 -0.1 0.0
H 0.0 0.2 -0.6
H -0.3 0.0 -0.2
H 0.1 0.1 -0.1
H -0.2 -0.3 0.5
H -0.3 0.2 0.0
H 0.1 0.1 0.0
H 0.0 -0.1 0.1
C 0.5 0.3 0.0
C 0.7 0.5 0.3
C -1.2 -1.5 -0.2
O 0.4 0.7 -0.3
H 0.1 -0.1 -0.1
H -0.2 -0.5 0.3
H -0.5 0.3 0.3
H -0.1 -0.3 -0.1
H 0.2 -0.2 -0.1
H 0.1 0.7 0.0
H 0.0 0.2 -0.1
H -0.1 0.0 -0.2